The following is a quantum chemistry calculation of 4 unconnected molecules or ions with the total composition H8O4 in a non-equilibrium geometry, from the OMol25 dataset.

Last column: Löwdin charge in e.
Positions of all 12 atoms, in Å:
1 O 0.1160 1.5577 -0.8438  -0.10
2 O 0.7108 -1.3671 -1.0256  -0.04
3 H 1.9670 0.0024 0.2727  -0.02
4 H 1.6040 0.4933 1.5713  0.06
5 O -2.9255 -0.4088 0.4498  -0.04
6 H 1.1148 1.2865 -0.6951  0.07
7 O 2.1522 -0.2464 1.1931  -0.08
8 H 0.5676 -1.7472 -1.8705  0.03
9 H -3.3606 0.3414 0.9046  0.06
10 H -2.0610 -0.4510 0.7531  -0.02
11 H 0.0768 -1.8053 -0.4326  0.06
12 H 0.0378 2.3444 -0.2770  0.03

The frontier orbital gap comes out at 11.76 eV. The SMILES is O.O.O.O. The HOMO energy is -11.5 eV.

---

The following is a quantum chemistry calculation of a molecular structure, H8O4Rb in a non-equilibrium geometry, from the OMol25 dataset.

Last column: Löwdin spin population.
Positions of all 13 atoms, in Å:
1 H -18.6625 12.5097 -3.9290  0.00
2 H -17.7652 9.6147 -8.6605  0.00
3 H -21.1297 9.8459 -6.0202  0.01
4 O -17.2018 9.8942 -7.9388  0.12
5 H -20.7182 9.4138 -8.2484  0.00
6 H -16.5655 10.4826 -8.3451  0.00
7 O -20.4168 10.1364 -7.6978  0.02
8 O -21.7356 9.6787 -5.2982  0.63
9 H -22.4727 9.2226 -5.7043  0.01
10 Rb -18.5829 10.0148 -5.3533  0.00
11 H -21.0693 10.8248 -7.8269  0.00
12 O -19.3144 12.7709 -4.5794  0.21
13 H -20.0073 13.1905 -4.0695  0.00

Its multiplicity is 2. Its total charge is +2. The frontier orbital gap (spin up / spin down) comes out at 12.47 / 2.87 eV. The HOMO energy (spin up / spin down) is -20.0 / -18.9 eV. Its expectation value of S² is 0.756.

---

The following is a quantum chemistry calculation of 4 unconnected molecules or ions with the total composition H9O4 in a non-equilibrium geometry, from the OMol25 dataset.

Last column: Löwdin spin population.
Positions of all 13 atoms, in Å:
1 H 1.3490 -2.1927 2.0844  0.10
2 H 0.3988 0.6842 0.3351  0.02
3 O -0.3260 1.9326 1.1139  0.09
4 H 0.9206 -0.9074 0.3602  0.04
5 O -1.6126 0.1067 -2.0558  0.11
6 H -1.5171 0.3870 -2.9651  0.02
7 O 0.9855 -2.0342 1.1339  0.22
8 H -0.1282 2.4759 1.8231  0.01
9 O 0.9929 0.0372 -0.1058  0.15
10 H 1.1009 -2.6783 0.4093  0.11
11 H -1.0407 2.3775 0.6671  0.02
12 H -2.0942 -0.7768 -2.3715  0.03
13 H 0.6919 0.2926 -1.0326  0.07

Its multiplicity is 2. The frontier orbital gap (spin up / spin down) comes out at 3.39 / 12.01 eV. The HOMO energy (spin up / spin down) is -3.0 / -11.8 eV. Its expectation value of S² is 0.751.

---

The following is a quantum chemistry calculation of 4 unconnected molecules or ions with the total composition H9O4 in a non-equilibrium geometry, from the OMol25 dataset.

Last column: Löwdin charge in e.
Positions of all 13 atoms, in Å:
1 H 0.1369 1.2546 -0.6968  0.09
2 H 1.3155 -1.3436 1.2667  0.10
3 O -1.5031 -2.5568 -0.1863  -0.06
4 H -0.7289 2.8849 -1.3936  0.09
5 H -2.4243 -2.6221 -0.4558  0.05
6 H -1.2057 -3.4396 0.0924  0.06
7 O -0.1192 2.8296 -0.6476  0.01
8 O 0.2173 0.2375 -0.6339  0.20
9 H 0.5957 3.4580 -0.8021  0.10
10 H 2.1169 -0.3174 2.0639  0.11
11 H -0.6048 -0.1588 -0.2866  0.14
12 H 0.8816 0.1795 0.1622  0.10
13 O 1.3220 -0.4057 1.5175  0.01

Its total charge is +1. The frontier orbital gap comes out at 11.97 eV. The HOMO energy is -15.4 eV.

---

We obtain energy relative to the best compared isomer or geometry (same formula, charge and spin) values of 36.2, 8.0, 23.8, 18.3 kcal/mol for the records listed above, in that order.
We obtain M values of 72.1, 157.5, 73.1, 73.1 g/mol for the records listed above, in that order.